a:
Molecular formula: C6H13N4
Method: DFT, ωB97M-V/def2-TZVPD

Calculated values
- 2S+1 = 1
- total charge = +1
- highest occupied orbital energy (eV) = -13.98
- SMILES = C[N+](C)(C)Cn1cncn1

Each line ends with the natural charge from an NBO analysis.
Geometry (Å):
C 0.79 3.10 -0.58  0.177
C 0.23 1.69 -2.15  0.205
C -1.40 -0.17 0.52  -0.426
C -0.45 -2.40 0.39  -0.394
C 0.60 -0.60 1.69  -0.414
C 0.45 -0.43 -0.78  -0.036
N 0.45 2.96 -1.95  -0.425
N 0.74 1.93 -0.01  -0.321
N 0.39 0.99 -0.93  -0.266
N -0.20 -0.93 0.49  -0.187
H 0.97 4.02 0.03  0.248
H 0.07 1.27 -3.07  0.219
H -1.12 0.84 0.58  0.253
H -2.10 -0.38 -0.27  0.233
H -1.76 -0.45 1.47  0.221
H 0.36 -2.82 -0.18  0.238
H -0.65 -2.68 1.42  0.245
H -1.29 -2.53 -0.19  0.225
H 1.45 -1.19 1.49  0.218
H 0.85 0.39 1.70  0.262
H 0.12 -0.93 2.67  0.244
H 1.61 -0.74 -0.79  0.243
H -0.12 -0.94 -1.55  0.239

=====

b:
Molecular formula: C6H13N4
Method: DFT, ωB97M-V/def2-TZVPD

Calculated values
- 2S+1 = 1
- total charge = +1
- highest occupied orbital energy (eV) = -13.62

Each line ends with the natural charge from an NBO analysis.
Geometry (Å):
C 1.42 -0.52 -0.46  0.283
C 1.03 -1.53 0.59  0.081
C -0.69 0.26 -0.25  0.252
C 2.70 -0.41 -1.06  -0.654
C -1.61 0.56 -1.35  -0.625
C -0.86 1.27 0.92  -0.623
N 0.57 0.28 -0.80  -0.379
N 1.45 -0.90 2.86  -0.175
N 1.52 -1.32 1.75  -0.039
N -0.83 -1.13 0.39  -0.705
H 1.13 -2.48 0.27  0.250
H 3.38 0.21 -0.37  0.262
H 2.49 0.18 -1.88  0.265
H 3.24 -1.47 -1.17  0.241
H -1.42 0.01 -2.31  0.242
H -1.41 1.60 -1.50  0.247
H -2.68 0.42 -1.13  0.231
H -0.34 2.16 0.78  0.254
H -0.43 0.87 1.87  0.192
H -1.91 1.55 0.97  0.245
H 0.59 -0.61 3.24  0.321
H -1.06 -1.97 -0.05  0.413
H -1.33 -1.11 1.35  0.421

=====

Among the structures shown above, a is the most stable, with the second-best lying 51.8 kcal/mol higher.